[1]
{
  "formula": "C45H50CaCl3F3GeI2N5O4P2SSi2",
  "method": "ωB97M-V/def2-TZVPD",
  "homo_ev": [-3.076, -3.076],
  "spin_multiplicity": 2,
  "total_charge": -2,
  "s_squared": 0.754,
  "orbital_gap_ev": [6.386, 4.707],
  "largest_force_ev_per_a": 5.36,
  "de_lowest_kcal_mol": 26.54,
  "e_tot_ev": -245171.558,
  "lumo_energy_ha": [0.122, 0.060],
  "symbols": ["Ca", "C", "Si", "C", "C", "N", "P", "C", "P", "N", "Si", "C", "C", "C", "C", "C", "C", "C", "C", "C", "C", "C", "C", "C", "C", "C", "C", "C", "C", "C", "C", "C", "C", "C", "C", "C", "C", "C", "H", "H", "H", "H", "H", "H", "H", "H", "H", "H", "H", "H", "H", "H", "H", "H", "H", "H", "H", "H", "H", "H", "H", "H", "H", "H", "H", "H", "H", "H", "H", "H", "H", "H", "H", "H", "H", "H", "C", "O", "H", "H", "H", "I", "I", "Cl", "Ge", "Cl", "Cl", "F", "C", "F", "F", "S", "O", "O", "O", "N", "C", "C", "C", "C", "C", "C", "N", "C", "C", "C", "C", "N", "C", "C", "H", "H", "H", "H", "H", "H", "H", "H", "H"],
  "coordinates": [[-0.9452, -1.2328, -0.3396], [-1.5208, -5.1812, -2.7504], [-0.4344, -4.7239, -1.2712], [-1.5611, -4.7748, 0.2879], [1.0519, -5.8759, -1.0251], [0.1091, -3.0542, -1.4591], [1.4369, -2.2346, -1.9414], [2.1509, -1.1633, -0.9121], [2.0947, -1.4200, 0.7426], [0.7933, -1.1176, 1.5143], [-0.0670, -1.0386, 2.9264], [-1.0636, -2.5444, 3.4903], [-1.5021, 0.1050, 2.4723], [0.6366, -0.4624, 4.5720], [2.8335, -2.9674, 1.2691], [1.8921, -3.8948, 1.7823], [2.3351, -4.9470, 2.5798], [3.6843, -5.1372, 2.8082], [4.6260, -4.2676, 2.2945], [4.2091, -3.1367, 1.4992], [3.3016, -0.1808, 1.4981], [3.6884, 0.9385, 0.8092], [4.3552, 1.9771, 1.4773], [4.8284, 1.8802, 2.7754], [4.3933, 0.7205, 3.4822], [3.6617, -0.2655, 2.8654], [2.6755, -3.4499, -2.6365], [3.9742, -3.2199, -2.2308], [5.0516, -3.9265, -2.7651], [4.9203, -4.7812, -3.8208], [3.6149, -5.0070, -4.2678], [2.4851, -4.3998, -3.7047], [0.9539, -1.2622, -3.4827], [1.6150, -0.0972, -3.8403], [1.1710, 0.8004, -4.7513], [0.0460, 0.4899, -5.5440], [-0.5703, -0.7249, -5.2719], [-0.2794, -1.5638, -4.1888], [-2.0273, -6.1205, -2.7304], [-0.9132, -5.1597, -3.6751], [-2.2997, -4.4117, -2.7905], [-1.7869, -5.7509, 0.5595], [-2.4784, -4.3000, -0.0241], [-1.2466, -4.2822, 1.1964], [1.9303, -5.3098, -0.6141], [1.3332, -6.3829, -1.9515], [0.7681, -6.6615, -0.3827], [-1.6699, -3.0757, 2.7762], [-1.7093, -2.1666, 4.2881], [-0.3314, -3.2780, 3.9724], [-2.0064, 0.4144, 3.3573], [-2.1745, -0.4807, 1.8024], [-1.1023, 0.9385, 1.8556], [1.2007, -1.2588, 5.1112], [-0.2364, -0.4264, 5.3035], [1.2034, 0.4527, 4.5373], [0.8779, -3.7211, 1.6511], [1.6835, -5.6944, 3.0178], [4.0003, -6.0042, 3.3735], [5.7115, -4.3241, 2.4936], [4.8755, -2.4353, 1.0852], [3.5564, 1.1664, -0.1825], [4.5264, 2.8121, 0.8253], [5.3442, 2.6952, 3.2834], [4.7023, 0.6362, 4.5152], [3.5240, -1.1536, 3.4845], [4.0640, -2.5342, -1.4108], [5.9831, -3.6595, -2.3035], [5.7226, -5.1830, -4.4395], [3.4149, -5.7433, -5.0282], [1.4638, -4.5745, -4.0895], [2.5055, 0.1016, -3.3383], [1.7633, 1.6853, -4.9573], [-0.3432, 1.1110, -6.3114], [-1.5366, -0.9054, -5.7025], [-0.9462, -2.2921, -3.8356], [-1.0188, 2.1835, -0.6867], [-1.3768, 0.8392, -0.6498], [-2.0498, 2.7044, -0.4943], [-0.5419, 2.5949, 0.1387], [-0.6853, 2.5987, -1.7084], [-5.5192, 4.1120, 4.9506], [-4.6680, 7.3080, 3.7652], [-5.2623, 1.0254, 7.2793], [-5.8865, 1.5848, 5.3379], [-7.9834, 1.0802, 4.9928], [-4.6167, 0.5908, 3.9697], [-5.4186, -0.0737, 0.4818], [-4.9224, -0.3626, -0.7527], [-4.1194, 0.5921, -1.1226], [-6.0378, -0.4451, -1.5372], [-4.2575, -2.0191, -0.8435], [-3.0434, -2.0962, -0.0022], [-4.0556, -2.1853, -2.2467], [-5.2370, -2.7993, -0.2021], [-2.3993, 6.0690, 0.3534], [-3.5591, 6.6483, -0.1576], [-4.7907, 6.8388, 0.4484], [-5.6006, 7.8171, -0.1715], [-5.2434, 8.4294, -1.4145], [-4.0384, 8.1359, -2.0280], [-3.1703, 7.1902, -1.3815], [-1.8023, 6.9705, -1.6090], [-1.4286, 6.3962, -0.5316], [0.0223, 6.0260, -0.3317], [0.9976, 6.8036, -0.9101], [2.3836, 6.4878, -0.6998], [2.7395, 5.3951, -0.0314], [1.8117, 4.6152, 0.4359], [0.4440, 4.8976, 0.3335], [-2.2960, 5.5897, 1.2292], [-5.0344, 6.3118, 1.3318], [-6.4758, 8.0624, 0.3533], [-5.9373, 9.1181, -1.8876], [-3.6882, 8.5975, -2.9438], [0.7595, 7.6025, -1.5901], [3.1426, 7.2307, -0.9580], [2.0973, 3.6794, 0.8773], [-0.2262, 4.2727, 0.9484]],
  "forces_ev_per_angstrom": [[-0.81, 1.01, 0.37], [0.74, 0.77, -0.10], [0.23, 1.26, 0.67], [0.82, 1.31, -1.46], [0.54, 1.17, -0.86], [0.89, -0.07, -0.30], [-2.84, -3.26, -3.18], [1.03, 0.70, -0.10], [2.33, 2.16, 2.05], [-0.65, -0.80, -0.99], [-2.43, 0.64, 1.06], [1.88, -0.95, 0.94], [1.26, -0.37, -1.39], [-0.56, -1.37, 1.31], [-0.04, -1.11, 0.55], [2.56, -0.20, 0.77], [-0.22, -0.13, -0.53], [0.66, -0.02, -0.04], [0.54, 2.14, -1.29], [-1.58, -2.50, 1.21], [-0.46, -1.18, 0.14], [0.74, 0.63, 2.65], [0.69, -0.15, -0.31], [-1.63, -0.75, 0.16], [1.08, 1.38, -0.40], [0.37, -0.37, -0.09], [0.22, 0.17, -1.21], [-0.55, -1.06, 0.11], [0.53, 1.15, 0.85], [-0.93, 0.00, -0.86], [-1.32, -0.17, 0.34], [0.12, 1.14, 0.96], [-2.24, -0.78, 0.01], [-0.06, -1.07, 0.71], [-0.83, 0.58, -2.31], [1.31, -1.14, 1.49], [-1.50, -0.08, 0.92], [3.48, 2.20, 0.32], [-0.27, -0.85, 0.25], [-0.31, 0.15, 0.28], [0.11, 0.06, -0.20], [-0.44, -2.11, 0.40], [-0.40, 0.14, 0.07], [0.40, 0.31, 0.05], [-0.76, -0.66, -0.34], [0.22, 0.27, -0.11], [-0.27, -0.92, 1.19], [-0.22, -0.06, -0.34], [-0.03, -0.06, -0.05], [-1.02, 0.58, -0.47], [-0.61, 0.42, 0.45], [0.00, 0.52, 0.62], [-0.53, -0.21, 0.55], [0.31, 0.44, -0.70], [0.71, 0.63, -1.14], [0.12, 0.37, 0.23], [-1.73, 0.24, -0.32], [-0.39, 0.28, -0.17], [0.07, 0.08, 0.16], [-0.76, -0.39, -0.03], [0.95, 0.69, -0.17], [-0.95, -0.29, -2.35], [0.42, 0.68, 0.21], [-0.03, -0.27, -0.23], [-0.10, -0.27, 0.11], [-0.60, 0.05, -0.45], [0.67, 0.32, 0.11], [0.69, -0.22, -0.21], [0.10, -0.07, 0.69], [0.18, -0.02, -0.41], [0.75, -0.06, 0.19], [1.40, 0.49, 0.94], [-0.18, 0.09, 0.15], [-0.14, 0.58, -0.44], [-0.25, -0.16, -0.66], [-0.71, -1.11, 0.19], [-4.73, -0.07, -2.11], [1.86, -0.31, -0.30], [1.18, 0.06, -0.71], [2.06, 0.05, 1.38], [0.08, -0.64, 1.44], [-0.13, -0.75, 0.04], [0.05, 0.01, 0.65], [-0.02, -0.39, 0.64], [-0.35, 1.82, -0.79], [0.54, -0.15, 0.20], [-0.10, -0.43, -0.15], [0.72, -0.05, -0.38], [-1.96, 0.12, 1.06], [0.01, 0.38, -0.44], [0.54, 0.73, -0.22], [1.37, -0.71, 1.06], [0.66, 1.06, -0.66], [0.65, -0.14, -0.91], [-2.18, -1.29, 0.41], [-0.53, 0.35, -0.35], [0.55, -0.53, 0.15], [-0.43, 1.49, -2.03], [1.67, -1.44, -0.48], [0.08, -0.51, 0.69], [0.71, -1.28, 0.53], [-0.68, 1.85, -0.50], [-1.42, 1.21, -0.60], [2.61, -1.96, 0.77], [-1.11, -0.04, -0.29], [2.54, -0.01, -0.49], [-2.40, 0.50, 0.38], [1.80, 0.90, -0.61], [-1.90, -0.44, -0.11], [0.09, -0.51, 1.72], [-0.02, 0.11, 0.16], [-0.39, -0.04, 0.66], [-1.25, 0.44, 0.28], [0.12, 0.06, 0.16], [-0.22, 0.06, 0.00], [-0.27, 0.37, 0.18], [-0.05, -0.51, -0.24], [0.28, -0.25, 0.37], [0.21, 0.38, -0.78]]
}

***

[2]
{
  "formula": "C23H41Cl2N2O4PPbS2Si",
  "method": "ωB97M-V/def2-TZVPD",
  "homo_ev": -7.847,
  "total_charge": 0,
  "orbital_gap_ev": 7.599,
  "largest_force_ev_per_a": 3.62,
  "de_lowest_kcal_mol": 30.06,
  "e_tot_ev": -104817.079,
  "lumo_energy_ha": -0.009,
  "symbols": ["Pb", "C", "C", "C", "C", "C", "C", "C", "S", "O", "O", "N", "C", "C", "O", "O", "H", "H", "H", "H", "H", "H", "H", "H", "H", "S", "C", "N", "Cl", "C", "Cl", "H", "H", "C", "C", "C", "P", "C", "C", "C", "C", "C", "C", "H", "H", "H", "H", "H", "H", "H", "H", "H", "H", "H", "H", "H", "H", "H", "H", "H", "H", "H", "H", "H", "C", "Si", "C", "C", "H", "H", "H", "H", "H", "H", "H", "H", "H"],
  "coordinates": [[8.3274, 11.2099, 10.3561], [11.5893, 18.5710, 10.6972], [11.5459, 17.0843, 10.6674], [12.4921, 16.2463, 10.0980], [12.4205, 14.8282, 10.2630], [11.3162, 14.3057, 10.9371], [10.3660, 15.1396, 11.5290], [10.4569, 16.4915, 11.3259], [11.0985, 12.5151, 11.0191], [12.3621, 11.8467, 11.2035], [10.0148, 12.2670, 11.9981], [10.3715, 12.0663, 9.6399], [11.0155, 12.0021, 8.3356], [10.2254, 12.9010, 7.3450], [10.7868, 13.5482, 6.4866], [8.8698, 12.6895, 7.4707], [10.6003, 18.9918, 10.9482], [12.0058, 19.0110, 9.7663], [12.2656, 18.8829, 11.4777], [13.2768, 16.5904, 9.4308], [13.1270, 14.1137, 9.7982], [9.5266, 14.8546, 12.0909], [9.6807, 17.1436, 11.7260], [10.9983, 10.9715, 7.9336], [12.0688, 12.3877, 8.4423], [6.5692, 15.5668, 12.0145], [6.7005, 14.1507, 11.2013], [6.6901, 13.0852, 10.5946], [7.1010, 6.5647, 6.2762], [8.5791, 7.5382, 6.5910], [8.1480, 9.2050, 7.1041], [9.1515, 7.6768, 5.6243], [9.1805, 7.0295, 7.3464], [9.0130, 6.4853, 13.1791], [9.1856, 7.7115, 12.2533], [10.3570, 8.5729, 12.6943], [7.7236, 8.7943, 11.9032], [6.4844, 8.6606, 13.2782], [7.0970, 9.3416, 14.4879], [5.9395, 7.3030, 13.7407], [6.8231, 7.9083, 10.4706], [5.4306, 8.4003, 10.1988], [6.9216, 6.3631, 10.3584], [9.8325, 5.7886, 13.0473], [8.1324, 5.8793, 12.8725], [9.0170, 6.7239, 14.2525], [9.4519, 7.3869, 11.1881], [10.0598, 9.2878, 13.5046], [10.7705, 9.2147, 11.9077], [11.1833, 7.9431, 13.0016], [5.6555, 9.3407, 13.0627], [7.6131, 10.2731, 14.2917], [7.7284, 8.6852, 15.0684], [6.3276, 9.6404, 15.2471], [6.6745, 6.5306, 14.0461], [5.4021, 6.8245, 12.9645], [5.1893, 7.3911, 14.5505], [7.4490, 8.2648, 9.6445], [4.7016, 8.1260, 10.9817], [5.1224, 7.9123, 9.2786], [5.3855, 9.4932, 9.9595], [6.2544, 5.8909, 11.1050], [7.9023, 5.9840, 10.5264], [6.6273, 5.9853, 9.3850], [6.1042, 13.1107, 6.8597], [7.8239, 13.3725, 6.1922], [8.4358, 15.1273, 5.8815], [8.1543, 12.3024, 4.6795], [5.3262, 13.5155, 6.1796], [6.1209, 13.7304, 7.8244], [5.8059, 12.0744, 7.2094], [8.0256, 15.6791, 4.9936], [9.5266, 15.0448, 5.7835], [8.2850, 15.7942, 6.7225], [8.9121, 12.7158, 3.9948], [7.1637, 12.1777, 4.1705], [8.4910, 11.3011, 5.0641]],
  "forces_ev_per_angstrom": [[-0.31, 1.52, -0.84], [0.27, 0.66, -0.86], [-0.77, -0.61, 0.19], [0.41, -1.64, -0.29], [-0.76, 0.54, -0.38], [0.44, -0.58, 0.61], [0.54, 0.36, -0.99], [0.56, 0.62, 0.17], [-0.76, -0.17, -1.64], [-0.06, 0.50, 0.22], [0.10, -0.18, -0.23], [0.17, -0.06, 1.20], [0.27, 1.31, 0.76], [0.22, -1.32, -0.13], [-0.70, -0.52, 0.77], [0.84, 1.15, -1.07], [0.46, -0.13, -0.38], [-0.48, -0.21, 0.42], [0.28, 0.16, 0.41], [0.05, 0.36, 0.37], [-0.29, 0.82, 0.34], [-0.88, -1.09, 0.51], [0.14, -0.23, 0.01], [0.17, 0.41, 0.09], [-0.93, -0.56, -0.60], [0.24, -0.92, -0.57], [-0.34, -2.59, -1.34], [0.69, 2.97, 1.95], [0.66, 0.35, 0.14], [0.16, 0.32, -1.34], [0.22, -0.46, 0.07], [-0.78, -0.42, 1.23], [-0.24, 0.28, -0.08], [-0.49, -0.47, -0.79], [0.34, -0.46, -1.11], [0.00, 1.21, 0.55], [-1.54, -1.62, 0.29], [0.38, 0.18, 1.29], [-0.59, 0.68, 1.76], [-0.11, -0.51, 0.37], [1.71, -0.31, -0.10], [-0.59, 0.73, -0.25], [-1.14, 0.36, 1.09], [0.54, 0.06, -0.14], [0.43, 0.56, 0.52], [-0.37, 0.17, -0.42], [-0.40, -0.04, 1.30], [0.42, -0.76, -0.37], [-0.28, -0.08, -0.10], [0.14, -0.09, 0.36], [-0.10, -0.33, -0.75], [0.34, 0.12, -0.31], [0.59, -0.25, -0.09], [0.22, -0.34, -0.76], [-0.23, 0.99, 0.06], [-0.66, -0.47, -1.07], [0.54, 0.33, -0.17], [-0.04, 0.12, -0.24], [0.34, 0.30, -0.25], [-0.31, -0.11, -0.15], [-0.01, -0.72, 0.57], [0.29, 0.10, -0.34], [0.88, -0.16, 0.25], [-0.25, 0.28, -0.30], [-0.25, 0.36, 1.66], [0.98, -0.40, -0.08], [-0.32, 0.46, -0.45], [-0.42, -0.53, 0.33], [0.43, -0.23, 0.43], [-0.36, -0.67, -1.19], [0.54, 1.05, -0.69], [0.21, -0.81, 0.64], [-0.48, 0.03, -0.26], [-0.22, 0.07, 0.38], [-0.36, -0.20, 0.25], [0.92, -0.03, 0.14], [-0.33, 0.79, -0.56]]
}

***

[3]
{
  "formula": "C5H37NO13",
  "method": "ωB97M-V/def2-TZVPD",
  "homo_ev": -9.330,
  "total_charge": 0,
  "orbital_gap_ev": 9.375,
  "largest_force_ev_per_a": 2.90,
  "de_lowest_kcal_mol": 45.41,
  "e_tot_ev": -33894.017,
  "lumo_energy_ha": 0.002,
  "symbols": ["N", "C", "C", "C", "C", "C", "H", "H", "H", "H", "H", "H", "H", "H", "H", "H", "H", "H", "H", "O", "H", "H", "O", "H", "H", "O", "H", "H", "O", "H", "H", "O", "H", "H", "O", "H", "H", "O", "H", "H", "O", "H", "H", "O", "H", "H", "O", "H", "H", "O", "H", "H", "O", "H", "H", "O"],
  "coordinates": [[-0.3460, -0.1644, 0.0774], [-1.1231, -0.8741, 1.1178], [-1.9567, 0.1783, 1.8844], [-1.1632, 1.4482, 1.6435], [-0.0913, 1.2260, 0.5164], [1.3139, 1.4200, 1.0992], [-1.0136, -0.1445, -0.7749], [-1.7005, -1.7689, 0.6780], [-0.3720, -1.2210, 1.9219], [-1.9444, -0.1884, 2.9245], [-2.9879, 0.2327, 1.5511], [-0.6406, 1.7850, 2.5291], [-1.8723, 2.2987, 1.4354], [-0.3177, 2.0280, -0.2298], [1.5386, 2.3464, 1.6117], [1.9607, 1.3688, 0.2135], [1.7295, 0.6623, 1.7839], [1.3315, -0.7044, -0.5450], [2.1907, -1.4078, -1.6588], [2.2629, -0.8401, -0.8897], [-1.7124, -0.7753, -2.4674], [-2.1805, -1.8438, -3.4390], [-2.0201, -1.6922, -2.5074], [1.3456, -0.5993, 3.1597], [1.7480, -2.0104, 3.5068], [1.5372, -1.1412, 3.9094], [-2.1978, 1.3916, -1.3867], [-3.1936, 0.4323, -0.8324], [-2.6435, 0.5711, -1.6537], [3.2220, -2.8270, 1.8826], [3.2569, -4.2440, 2.4460], [2.6715, -3.4825, 2.3446], [4.8150, -1.4709, 0.8405], [3.5123, -1.1268, 0.4308], [3.9622, -1.3288, 1.2512], [0.4150, 1.4020, -3.5650], [-1.0545, 1.4652, -4.0228], [-0.4207, 0.9156, -3.5845], [-0.0597, -1.1316, 4.7726], [-0.8922, -1.8982, 5.8552], [-0.9637, -1.2536, 5.1334], [0.6578, -3.1281, -2.4266], [0.3279, -1.6643, -2.6860], [0.9784, -2.3180, -2.8450], [0.3604, 3.1650, -2.2179], [1.7279, 3.6284, -2.3737], [0.8489, 3.8576, -2.6622], [-2.2393, 3.8610, -1.8619], [-2.7141, 3.8988, -0.4212], [-2.0453, 3.5280, -0.9839], [2.8197, 1.0783, -3.3823], [2.4291, 0.8246, -1.9204], [2.3324, 1.4443, -2.6463], [-4.5639, -1.9430, -0.8377], [-3.1569, -1.5654, -1.2571], [-3.7087, -1.7006, -0.4414]],
  "forces_ev_per_angstrom": [[-1.14, -0.16, -2.66], [0.84, -1.10, 1.04], [0.50, -1.24, 0.01], [-0.72, 1.64, 0.23], [-1.57, 0.52, 1.87], [0.97, -0.59, -1.27], [1.72, 0.23, 1.90], [1.05, 1.49, 0.80], [-1.01, -0.07, -1.41], [-0.31, 0.60, -0.24], [-0.14, 0.03, -0.17], [0.08, -0.09, 0.41], [0.74, -0.71, -0.14], [0.58, -1.06, 0.06], [-0.55, 0.51, -0.13], [0.36, 0.17, 0.41], [-0.69, -0.17, -0.33], [0.26, -0.21, -0.10], [-0.34, -0.51, -0.32], [0.05, 0.78, 0.55], [-0.28, 0.19, -0.13], [-0.07, -0.19, -0.27], [0.69, -0.50, -0.35], [-0.12, 0.68, -0.74], [0.08, 0.26, 0.29], [0.26, -1.04, 0.41], [0.05, 0.29, -0.48], [0.41, -0.42, -1.21], [-0.83, 1.25, 1.81], [0.00, 0.31, -0.04], [-0.29, 0.11, 0.13], [0.10, -0.35, 0.06], [0.88, -0.20, 0.57], [-1.57, 0.36, -0.60], [0.69, -0.11, -0.04], [0.14, -0.02, 0.10], [-0.46, 0.51, -0.43], [0.37, -0.62, 0.51], [-0.24, -0.32, 0.28], [0.10, 0.36, -0.44], [0.03, -0.10, 0.20], [-0.08, 0.28, -0.07], [-1.35, 0.93, 0.21], [1.39, -1.30, -0.34], [-0.51, -0.16, 0.16], [0.77, -0.02, -0.13], [-0.43, 0.24, -0.06], [0.00, 0.19, -0.19], [-0.47, 0.28, 0.46], [0.48, -0.52, -0.37], [0.26, -0.17, -0.16], [0.06, -0.74, 0.43], [-0.27, 0.73, -0.31], [0.31, 0.06, 0.48], [-0.29, -0.54, 0.69], [-0.50, 0.18, -0.94]]
}